No. 1
54
Properties=species:S:1:pos:R:3 method="wB97M-V/def2-TZVPD" energy_ha=-3440.7367 charge=+1 largest_force_ev_per_a=0.6 lumo_energy_ev="-2.90 / -2.74" multiplicity=2 homo_ev="-10.45 / -10.46"
Co 0.04990 -0.40814 0.01282
C -0.27151 2.34949 -1.36326
C -1.64661 2.38972 -0.70721
O -1.82262 1.18794 0.03712
C -2.28864 1.36041 1.37618
C -1.82623 0.17778 2.20513
O -0.41686 0.12801 1.97966
C 0.41530 -0.73637 2.74671
C 1.84241 -0.30057 2.39331
O 1.90830 0.13512 1.02192
C 2.50694 1.42551 0.82368
C 1.99448 1.94327 -0.50223
O 0.59008 1.86826 -0.34536
H 0.01828 3.35164 -1.69053
H -0.25337 1.67774 -2.22949
H -2.43191 2.47577 -1.46081
H -1.70695 3.25237 -0.04001
H -3.37897 1.43583 1.39911
H -1.85223 2.27112 1.79624
H -2.29497 -0.75707 1.88885
H -2.03575 0.35366 3.26259
H 0.22447 -1.77990 2.47730
H 0.23329 -0.60224 3.81554
H 2.54065 -1.12849 2.53126
H 2.14971 0.52578 3.03411
H 3.59542 1.33667 0.84213
H 2.17814 2.10087 1.61626
H 2.33481 1.31360 -1.33284
H 2.32745 2.97065 -0.67420
O -4.05180 -1.60670 -0.27649
C -3.80068 -2.93363 -0.22562
C -4.90719 -3.77808 -0.14326
C -4.73956 -5.14483 -0.08477
C -3.46407 -5.70766 -0.10718
C -2.36589 -4.88219 -0.18253
C -2.50822 -3.48972 -0.23870
C -1.31260 -2.64093 -0.27007
O -1.47921 -1.35429 -0.45593
N -0.12817 -3.15422 -0.09621
N 0.84559 -2.14495 -0.21024
C 2.02972 -2.62262 -0.40092
S 3.46169 -1.62541 -0.53436
C 4.40805 -2.91725 -1.38704
C 4.07365 -4.22882 -0.70721
S 2.26748 -4.33681 -0.54598
H -3.20766 -1.14500 -0.45060
H -5.89132 -3.33003 -0.13556
H -5.61083 -5.78394 -0.02665
H -3.33876 -6.78037 -0.06787
H -1.36640 -5.29408 -0.19917
H 5.46212 -2.66228 -1.28055
H 4.14506 -2.93059 -2.44321
H 4.53581 -4.29215 0.27710
H 4.39497 -5.08039 -1.30568

No. 2
54
Properties=species:S:1:pos:R:3 method="wB97M-V/def2-TZVPD" energy_ha=-1520.5243 largest_force_ev_per_a=0.9 e_above_lowest_ev=0.899 lumo_energy_ev=0.60 multiplicity=1 homo_ev=-9.48 smiles="CCCc1ncoc1C(=O)NC1(CNC(=O)[C@@H](NC(=O)C(F)(F)F)C(C)C)CC1"
C 0.65432 -5.01964 3.48140
C 1.68276 -4.59771 2.44192
C 2.44751 -3.34411 2.87706
C 3.46815 -2.94144 1.87255
N 4.78602 -3.38058 1.94081
C 5.35823 -2.86966 0.90941
O 4.56056 -2.11686 0.13379
C 3.33803 -2.17337 0.76508
C 2.19108 -1.45713 0.19028
O 1.08228 -1.55037 0.69972
N 2.45229 -0.71412 -0.90982
C 1.43220 0.03068 -1.60363
C 0.76874 1.14476 -0.81350
N -0.51504 0.71448 -0.23706
C -1.15156 1.72368 0.50856
O -0.98571 1.90085 1.68947
C -2.05681 2.62081 -0.34757
N -3.10049 1.76908 -0.90474
C -2.99677 1.26781 -2.14657
O -2.14147 1.53152 -2.96139
C -4.10771 0.26796 -2.53645
F -4.95976 0.02174 -1.51848
F -4.82456 0.74665 -3.55541
F -3.57119 -0.89484 -2.90640
C -2.61571 3.83594 0.38837
C -3.65909 4.55667 -0.46167
C -1.47951 4.79223 0.74523
C 1.69464 0.22400 -3.06997
C 0.60800 -0.70752 -2.61573
H 0.11124 -5.91024 3.16436
H 1.13189 -5.24173 4.43793
H -0.07473 -4.22466 3.64929
H 2.39509 -5.40767 2.26419
H 1.18907 -4.38812 1.49016
H 1.74063 -2.52613 3.01880
H 2.96035 -3.53088 3.82266
H 6.38596 -2.96831 0.60129
H 3.40540 -0.64271 -1.22530
H 1.46052 1.48133 -0.03269
H 0.57722 1.99123 -1.47697
H -0.28983 -0.05476 0.39495
H -1.47295 2.95103 -1.21180
H -3.82208 1.41419 -0.29773
H -3.07839 3.48368 1.31615
H -3.22521 4.87053 -1.41485
H -4.52440 3.93128 -0.67870
H -4.01174 5.45053 0.05377
H -0.99025 5.15278 -0.16443
H -1.87006 5.66206 1.27434
H -0.73417 4.31829 1.37997
H 1.40704 1.17056 -3.50544
H 2.59925 -0.21124 -3.47490
H 0.78626 -1.76951 -2.70623
H -0.41554 -0.38305 -2.73410

No. 3
54
Properties=species:S:1:pos:R:3 method="wB97M-V/def2-TZVPD" energy_ha=-1520.5276 largest_force_ev_per_a=0.6 e_above_lowest_ev=0.810 lumo_energy_ev=0.59 multiplicity=1 homo_ev=-9.49 smiles="CCCc1ncoc1C(=O)NC1(CNC(=O)[C@@H](NC(=O)C(F)(F)F)C(C)C)CC1"
C 1.72561 5.17569 -0.27513
C 0.56883 4.40025 0.33877
C 1.01683 3.03104 0.85754
C -0.10511 2.27973 1.48226
N -0.41473 2.41312 2.83024
C -1.44358 1.65959 3.00646
O -1.87533 1.02555 1.90836
C -1.00548 1.43221 0.92527
C -1.14945 0.89473 -0.43502
O -0.41941 1.28507 -1.33983
N -2.10850 -0.05020 -0.58223
C -2.36051 -0.72486 -1.82734
C -1.55252 -1.97331 -2.06735
N -0.11437 -1.68607 -2.31524
C 0.72225 -2.41192 -1.43008
O 1.28547 -3.42456 -1.75038
C 0.96995 -1.83423 -0.02584
N 0.73726 -2.87828 0.95917
C -0.41519 -2.95745 1.63647
O -1.34418 -2.17722 1.57744
C -0.52397 -4.16070 2.59986
F 0.54357 -4.97770 2.52573
F -0.62096 -3.73031 3.85941
F -1.60898 -4.88027 2.31493
C 2.39807 -1.28426 0.08096
C 2.60387 -0.60485 1.43038
C 2.68697 -0.32161 -1.06862
C -3.78368 -0.70195 -2.31164
C -2.73753 0.13142 -2.99598
H 1.39941 6.14758 -0.64592
H 2.51651 5.34582 0.45824
H 2.15975 4.62654 -1.11297
H 0.12702 4.96766 1.16177
H -0.21748 4.24826 -0.40462
H 1.42378 2.45310 0.02750
H 1.79986 3.15801 1.60881
H -1.98850 1.48085 3.91862
H -2.47951 -0.46640 0.26088
H -1.67193 -2.63541 -1.20173
H -1.96262 -2.50283 -2.92943
H 0.02227 -0.68723 -2.15800
H 0.25549 -1.04294 0.18996
H 1.38154 -3.65375 0.99056
H 3.07537 -2.14151 -0.00625
H 1.94018 0.25850 1.52696
H 2.40182 -1.27949 2.26302
H 3.63078 -0.25061 1.52619
H 1.96500 0.49851 -1.08179
H 3.68326 0.10679 -0.95671
H 2.65113 -0.82093 -2.03880
H -4.15461 -1.58408 -2.81448
H -4.50105 -0.19054 -1.68580
H -2.75200 1.19928 -2.83814
H -2.38066 -0.18385 -3.96650

No. 4
48
Properties=species:S:1:pos:R:3 method="wB97M-V/def2-TZVPD" energy_ha=-1365.1865 largest_force_ev_per_a=1.3 e_above_lowest_ev=0.934 lumo_energy_ev=0.76 multiplicity=1 homo_ev=-9.38 smiles=C[C@@H](F)C[SiH2]CCCO.Fc1ccccc1.Fc1ccccc1
C 1.29240 -0.83840 0.20334
C 0.57641 0.44667 0.22551
F -0.29176 0.47733 -0.89308
C -0.17377 0.69443 1.48833
Si -1.45038 2.06970 1.42329
C -3.03515 1.60411 0.58352
C -3.79627 0.50682 1.26769
C -4.62686 -0.34131 0.35040
O -5.41505 0.48169 -0.48095
H 0.68039 -1.59581 -0.23334
H 2.18726 -0.77665 -0.36660
H 1.52909 -1.12437 1.19191
H 1.28981 1.23298 0.11151
H 0.54212 0.98497 2.21514
H -0.62640 -0.19949 1.84863
H -0.87286 3.27335 0.76789
H -1.74311 2.45454 2.82930
H -2.84306 1.34859 -0.42864
H -3.62562 2.48304 0.54587
H -4.43936 0.92934 1.99496
H -3.12213 -0.14808 1.77448
H -5.28209 -0.95939 0.92766
H -3.99031 -0.97931 -0.22560
H -5.25156 0.28467 -1.42008
F -3.88048 -1.38075 -3.25550
C -2.65457 -1.84675 -3.60799
C -2.48661 -3.20672 -3.73354
C -1.23653 -3.67952 -4.09681
C -0.19333 -2.79697 -4.32762
C -0.40056 -1.43255 -4.19474
C -1.64358 -0.94172 -3.83100
H -3.31762 -3.87353 -3.54900
H -1.08081 -4.74368 -4.20237
H 0.77967 -3.17202 -4.61080
H 0.41094 -0.74072 -4.36851
H -1.82583 0.11788 -3.71597
F 3.75016 1.31785 0.27638
C 4.38682 1.30077 1.46930
C 4.60117 2.49546 2.11945
C 5.24399 2.46709 3.34642
C 5.65522 1.26328 3.89707
C 5.42243 0.07812 3.21668
C 4.78152 0.08763 1.98807
H 4.27058 3.42123 1.66941
H 5.42144 3.39310 3.87458
H 6.15559 1.24902 4.85459
H 5.74227 -0.86266 3.64171
H 4.58637 -0.82324 1.43904